A | The following is a DFT calculation (ωB97M-V/def2-TZVPD) of 4 unconnected molecules or ions with the total composition CH11NO3.

Positions of all 16 atoms, in Å:
O: 1.03756 -0.11697 -2.26595
C: -1.00785 -1.85030 1.25731
H: 0.99457 -1.68192 1.72517
H: 0.71009 -1.44518 0.11800
H: -1.72903 -1.23322 0.71798
O: -1.09617 2.76338 -1.54353
H: 1.15494 0.80060 -1.96830
H: -0.92697 2.19056 -0.78742
H: 1.66085 1.57216 1.08851
H: -1.11536 -2.89669 0.95796
O: 0.78499 1.60150 0.69117
H: 0.56720 0.65457 0.60147
H: 0.10341 -0.26812 -2.08033
H: -0.22335 3.01178 -1.87423
N: 0.33226 -1.32723 1.04859
H: -1.24716 -1.77494 2.31361

- Molecular weight: 85.10 g mol⁻¹
- Highest occupied orbital energy: -9.915 eV
- Total charge: 0
- Structure (SMILES): CN.O.O.O
- Kohn-Sham gap: 10.462 eV
- Lowest unoccupied orbital energy: 0.0201 hartree

What are the Löwdin partial charges on each atom? They are as follows, in elementary charge units: O -0.062; C -0.172; H 0.074; H 0.056; H 0.070; O -0.064; H 0.024; H 0.000; H 0.040; H 0.067; O -0.080; H -0.014; H 0.032; H 0.033; N -0.078; H 0.072

***

B | The following is a DFT calculation (ωB97M-V/def2-TZVPD) of 4 unconnected molecules or ions with the total composition CH11NO3.

Positions of all 16 atoms, in Å:
C: -2.31996 1.05545 -0.15228
O: 0.72649 -1.99994 -1.84677
H: -0.03480 -2.37881 -1.38326
N: -1.24927 2.06364 -0.32226
H: 0.38392 -1.90872 2.02765
H: -1.10901 2.66986 0.38502
H: 0.82140 1.02712 0.20655
H: -2.00289 0.18293 -0.67721
O: 1.67171 0.59824 -0.00388
H: -0.91329 2.17497 -1.29119
H: 1.60779 -0.91608 1.77877
H: 1.53366 -0.25800 -0.45664
H: -3.12217 1.53274 -0.71703
O: 0.94819 -1.22972 2.46957
H: 1.01798 -2.55593 -2.57935
H: -2.28907 0.70306 0.92481

- Molecular weight: 85.10 g mol⁻¹
- Highest occupied orbital energy: -8.941 eV
- Total charge: 0
- Structure (SMILES): CN.O.O.O
- Kohn-Sham gap: 9.213 eV
- Lowest unoccupied orbital energy: 0.0100 hartree

What are the Löwdin partial charges on each atom? They are as follows, in elementary charge units: C -0.157; O -0.055; H 0.044; N -0.079; H 0.038; H 0.008; H 0.011; H 0.035; O -0.088; H 0.091; H 0.039; H 0.012; H 0.066; O -0.109; H 0.046; H 0.100

***

Which one sits at the bottom of the stability order? B does.

***

A | The following is a DFT calculation (ωB97M-V/def2-TZVPD) of a molecular structure, C2H3NO.

Positions of all 7 atoms, in Å:
H: 0.80090 0.81216 0.66482
H: 1.63191 -0.59399 0.41888
O: -0.10250 -0.95294 -0.07290
C: -1.75412 -0.04055 -0.10329
N: -2.71779 0.51078 0.09618
H: 1.24292 0.30705 -0.99772
C: 0.89868 -0.04250 -0.00596

- Molecular weight: 57.05 g mol⁻¹
- Multiplicity: 3
- Highest occupied orbital energy (spin up / spin down): -9.533 / -11.516 eV
- Total charge: 0
- Kohn-Sham gap (spin up / spin down): 10.151 / 7.851 eV
- Lowest unoccupied orbital energy (spin up / spin down): 0.0227 / -0.1347 hartree

What are the Löwdin partial charges on each atom? They are as follows, in elementary charge units: H 0.111; H 0.055; O 0.010; C -0.197; N 0.024; H 0.143; C -0.146

***

B | The following is a DFT calculation (ωB97M-V/def2-TZVPD) of a single C2H3NO molecule.

Positions of all 7 atoms, in Å:
N: 0.90777 -0.19046 -1.97082
C: 0.70968 0.19673 -0.85172
C: -0.66046 0.15430 1.32592
H: 0.26188 -1.02748 -2.30500
H: -0.18058 -0.01240 2.20395
O: 0.19550 -0.13076 0.33070
H: -1.23379 1.01008 1.26697

- Molecular weight: 57.05 g mol⁻¹
- Multiplicity: 3
- Highest occupied orbital energy (spin up / spin down): -7.303 / -11.307 eV
- Total charge: 0
- Kohn-Sham gap (spin up / spin down): 8.396 / 10.500 eV
- Lowest unoccupied orbital energy (spin up / spin down): 0.0401 / -0.0297 hartree

What are the Löwdin partial charges on each atom? They are as follows, in elementary charge units: N 0.093; C -0.268; C 0.035; H 0.121; H 0.035; O -0.058; H 0.043

***

Which one sits at the bottom of the stability order? A does.

***

A | The following is a DFT calculation (ωB97M-V/def2-TZVPD) of 5 unconnected molecules or ions with the total composition CH12O5.

Positions of all 18 atoms, in Å:
H: 0.06365 0.95207 1.83596
O: -2.71086 -1.23371 -4.01658
H: 0.86020 2.27301 1.65851
O: 1.01336 1.30165 1.97405
H: -1.32387 -2.47087 1.88461
H: -2.47594 1.41671 0.69607
H: 3.78564 1.58527 -0.75542
H: -2.46318 -0.38190 -3.62470
H: -2.06157 0.35965 1.71189
H: -1.53146 -2.47052 0.22041
O: -1.64361 -2.06307 1.05657
O: -2.00912 1.18869 1.39443
H: -2.36147 -1.38268 -4.85750
H: 1.88693 0.71159 0.81615
C: 3.62390 0.57955 -0.29165
O: 2.30876 0.28063 -0.08827
H: 3.90161 -0.21677 -1.02332
H: 4.30791 0.35355 0.62562

- Molecular weight: 104.10 g mol⁻¹
- Highest occupied orbital energy: -9.169 eV
- Total charge: 0
- Structure (SMILES): CO.O.O.O.O
- Kohn-Sham gap: 9.509 eV
- Lowest unoccupied orbital energy: 0.0125 hartree

What are the Löwdin partial charges on each atom? They are as follows, in elementary charge units: H 0.072; O -0.041; H 0.126; O -0.094; H 0.061; H -0.024; H 0.073; H 0.045; H -0.029; H 0.021; O -0.045; O 0.069; H -0.004; H 0.070; C -0.264; O -0.209; H 0.072; H 0.097

***

B | The following is a DFT calculation (ωB97M-V/def2-TZVPD) of 5 unconnected molecules or ions with the total composition CH12O5.

Positions of all 18 atoms, in Å:
H: 1.43946 -1.13131 0.16230
O: -0.92823 -0.54196 2.36272
O: 0.24989 1.61211 -0.73755
O: 2.22433 -2.44026 -0.44054
O: -2.12202 1.45926 0.90284
H: 2.11063 -2.50491 -1.39643
H: -2.75474 2.12331 0.62042
H: 0.61327 1.15578 -2.73416
H: 0.76240 0.42295 0.10293
H: -0.95758 1.76324 -2.42188
O: 1.06983 -0.38502 0.70478
C: -0.18140 1.11698 -1.97248
H: -1.35461 1.55737 0.28565
H: -1.03780 -0.50504 3.31599
H: 2.79984 -3.17429 -0.20535
H: -0.64834 0.12650 -1.84145
H: 0.33030 -0.69930 1.29800
H: -1.61523 0.04459 1.99422

- Molecular weight: 104.10 g mol⁻¹
- Highest occupied orbital energy: -7.743 eV
- Total charge: 0
- Kohn-Sham gap: 7.778 eV
- Lowest unoccupied orbital energy: 0.0013 hartree

What are the Löwdin partial charges on each atom? They are as follows, in elementary charge units: H 0.070; O -0.042; O -0.392; O -0.015; O -0.082; H 0.079; H 0.046; H 0.053; H 0.069; H 0.055; O 0.145; C -0.319; H 0.017; H 0.070; H 0.077; H 0.056; H 0.083; H 0.029

***

Which one sits at the bottom of the stability order? A does.

***

A | The following is a DFT calculation (ωB97M-V/def2-TZVPD) of a single C5H7FO2 molecule.

Positions of all 15 atoms, in Å:
C: -1.95982 0.07466 1.63271
F: -1.13969 -0.95362 -0.79392
H: 0.68426 -1.23792 -2.29212
C: -0.68836 0.62186 1.13921
H: 1.72110 1.37981 0.55976
H: 1.86745 -0.05076 -2.61292
O: 0.03375 1.44746 1.65449
H: -2.77753 0.50501 1.07109
C: -0.26118 -0.07159 -0.25599
H: -2.13451 0.55680 2.56142
H: 2.31069 -1.40646 -1.52658
O: 1.88826 0.88312 -0.24949
C: 1.50211 -0.77638 -1.92712
H: -2.07061 -0.94277 1.70872
C: 1.02408 -0.02922 -0.66925

- Molecular weight: 118.11 g mol⁻¹
- Highest occupied orbital energy: -8.854 eV
- Total charge: 0
- Structure (SMILES): CC(=O)/C(F)=C(/C)O
- Kohn-Sham gap: 9.680 eV
- Lowest unoccupied orbital energy: 0.0304 hartree

What are the Löwdin partial charges on each atom? They are as follows, in elementary charge units: C -0.006; F 0.035; H 0.033; C -0.340; H 0.102; H 0.081; O 0.075; H 0.104; C -0.139; H 0.080; H 0.104; O 0.079; C 0.033; H 0.067; C -0.308

***

B | The following is a DFT calculation (ωB97M-V/def2-TZVPD) of a single C5H7FO2 molecule.

Positions of all 15 atoms, in Å:
C: 0.17129 -1.08326 -0.23168
H: 0.58704 2.85620 -0.46720
H: -0.49947 -1.80836 -0.64495
H: 1.93097 -2.19021 -0.66530
F: 2.37156 -0.37781 0.25250
H: -0.47058 -0.25384 1.65136
H: 1.40333 1.43162 -1.06522
C: -1.96356 0.08048 0.15248
O: -2.59995 -0.85122 -0.25626
H: -2.43230 1.07673 0.32501
C: 1.48434 -1.28154 -0.22983
C: -0.46674 -0.01059 0.55745
H: -0.31412 1.69182 -1.39847
C: 0.45730 1.82064 -0.69047
O: 0.14436 1.28146 0.58683

- Molecular weight: 118.11 g mol⁻¹
- Highest occupied orbital energy: -9.554 eV
- Total charge: 0
- Structure (SMILES): CO[C@@H](C=O)/C=C\F
- Kohn-Sham gap: 10.335 eV
- Lowest unoccupied orbital energy: 0.0287 hartree

What are the Löwdin partial charges on each atom? They are as follows, in elementary charge units: C -0.041; H 0.087; H 0.109; H 0.124; F 0.023; H 0.179; H 0.085; C -0.192; O 0.066; H 0.138; C -0.116; C -0.306; H 0.079; C -0.080; O -0.155

***

Which one sits at the bottom of the stability order? B does.

***

A | The following is a DFT calculation (ωB97M-V/def2-TZVPD) of a single C4H6ClN2P molecule.

Positions of all 14 atoms, in Å:
Cl: 3.22687 -0.37094 0.02653
P: 1.11210 1.77052 0.00413
C: 0.53634 -2.22988 0.01512
N: -0.51583 1.18885 0.08930
H: -0.09225 -2.46976 -0.78634
C: -1.69118 1.99850 -0.07592
H: -2.09983 2.06548 0.83879
H: 0.17010 -2.78308 0.95538
H: -2.24925 1.35811 -0.63216
N: -0.66531 -0.11642 0.01609
C: 0.47420 -0.78685 0.04997
C: 1.55888 0.06242 0.14923
H: 1.51356 -2.67984 -0.18925
H: -1.27839 2.99287 -0.46089

- Molecular weight: 148.53 g mol⁻¹
- Highest occupied orbital energy: -8.763 eV
- Total charge: 0
- Structure (SMILES): Cc1nn(C)pc1Cl
- Kohn-Sham gap: 9.102 eV
- Lowest unoccupied orbital energy: 0.0124 hartree

What are the Löwdin partial charges on each atom? They are as follows, in elementary charge units: Cl 0.572; P 0.979; C -0.062; N -0.485; H 0.058; C -0.076; H 0.042; H 0.117; H 0.052; N 0.051; C -0.496; C -0.926; H 0.067; H 0.105

***

B | The following is a DFT calculation (ωB97M-V/def2-TZVPD) of 2 unconnected molecules or ions with the total composition C4H6ClN2P.

Positions of all 14 atoms, in Å:
N: 0.03979 0.08966 0.06340
P: -1.57389 2.09614 0.23831
N: -0.02723 1.36367 -0.04374
C: -2.09203 0.45548 0.18924
H: 2.05883 1.58597 -0.70628
Cl: -4.83112 -0.01437 -0.16941
H: 1.59122 2.70327 0.47070
C: -1.11500 -0.52553 0.17091
C: -1.39886 -2.05637 0.10985
H: -0.49478 -2.57640 -0.09577
C: 1.20564 2.19679 -0.40438
H: -1.96531 -2.29613 -0.79529
H: -2.04167 -2.25623 0.96919
H: 0.92549 2.96928 -1.02422

- Molecular weight: 148.53 g mol⁻¹
- Highest occupied orbital energy (spin up / spin down): -9.740 / -9.740 eV
- Total charge: 0
- Kohn-Sham gap (spin up / spin down): 7.247 / 7.246 eV
- Lowest unoccupied orbital energy (spin up / spin down): -0.0916 / -0.0916 hartree

What are the Löwdin partial charges on each atom? They are as follows, in elementary charge units: N 0.028; P 0.982; N -0.454; C -0.309; H 0.091; Cl -0.175; H 0.071; C -0.432; C -0.016; H 0.059; C -0.039; H 0.077; H 0.080; H 0.036

***

Which one sits at the bottom of the stability order? B does.

***

A | The following is a DFT calculation (ωB97M-V/def2-TZVPD) of a molecular structure, C5H9FO2.

Positions of all 17 atoms, in Å:
C: 1.96155 0.87568 -1.96975
H: 1.43426 1.01343 -2.99303
H: 2.18721 1.84721 -1.59159
F: -0.66085 -1.85170 0.21968
C: -2.23738 -0.16753 0.33807
H: -2.90670 -1.11263 0.35294
H: 2.90598 0.52167 -2.20912
H: -2.43038 0.55832 1.23453
H: -0.96860 -0.39738 2.69034
O: 1.86905 -0.81600 -0.37988
C: -0.19867 -0.37308 1.90651
O: 0.06637 0.42887 -0.64735
H: 0.80133 -0.95161 2.19408
H: 0.10519 0.67280 1.77515
C: 1.26765 0.05042 -0.94909
C: -0.80429 -0.61248 0.57084
H: -2.39172 0.31402 -0.54234

- Molecular weight: 120.12 g mol⁻¹
- Highest occupied orbital energy: -9.656 eV
- Total charge: 0
- Kohn-Sham gap: 10.482 eV
- Lowest unoccupied orbital energy: 0.0304 hartree

What are the Löwdin partial charges on each atom? They are as follows, in elementary charge units: C 0.001; H 0.122; H 0.074; F 0.120; C 0.017; H 0.131; H 0.051; H 0.125; H 0.090; O 0.082; C -0.018; O 0.028; H 0.147; H 0.095; C -0.654; C -0.446; H 0.036

***

B | The following is a DFT calculation (ωB97M-V/def2-TZVPD) of a molecular structure, C5H9FO2.

Positions of all 17 atoms, in Å:
O: -0.71856 1.54467 -0.18092
H: -0.24136 0.47165 -2.05445
H: -0.63034 -0.62581 1.53061
C: -0.26943 0.41749 -0.96793
H: 2.64590 0.32802 0.91664
C: 1.63405 0.62854 0.47362
H: -1.27105 -1.58274 -1.19608
H: -2.58236 0.10487 0.92948
H: -0.06965 -2.08823 1.07250
H: 1.21440 1.51589 0.92404
C: -1.14521 -0.75332 -0.43584
H: 2.03825 1.10414 -0.57303
H: -0.13308 2.39721 -0.33266
O: -2.50257 -0.54772 -0.03083
C: -0.28924 -1.16657 0.67215
F: 1.51437 -1.37010 -0.70178
C: 0.80590 -0.37797 -0.04554

- Molecular weight: 120.12 g mol⁻¹
- Highest occupied orbital energy: -9.666 eV
- Total charge: 0
- Kohn-Sham gap: 10.196 eV
- Lowest unoccupied orbital energy: 0.0195 hartree

What are the Löwdin partial charges on each atom? They are as follows, in elementary charge units: O -0.080; H 0.154; H 0.118; C -0.171; H 0.117; C -0.037; H 0.177; H 0.223; H 0.105; H 0.078; C -0.375; H 0.150; H 0.158; O -0.105; C -0.039; F 0.035; C -0.507

***

Which one sits at the bottom of the stability order? B does.